# 1
Formula: C3H2ClN2P
Source: the OMol25 dataset
Level of theory: ωB97M-V/def2-TZVPD

Values from the calculation:
SMILES: Clc1ccnpn1
Frontier orbital gap: 0.289 Eh
Total energy: -1026.517617 a.u.
Energy relative to the best compared isomer or geometry (same formula, charge and spin): 0.000 eV

Last column: natural (NBO) charge in e.
CARTESIAN COORDINATES (ANGSTROEM)
1 Cl 2.816 -2.067 0.030  -0.13
2 C 2.186 -0.334 -0.035  0.23
3 C 0.733 -0.266 -0.115  -0.24
4 C 0.097 0.914 0.025  0.03
5 N 0.818 2.067 0.113  -0.90
6 P 2.289 2.475 0.012  1.20
7 N 3.086 0.498 -0.118  -0.62
8 H 0.253 -1.143 -0.214  0.23
9 H -0.934 0.944 0.000  0.20

=====

# 2
Formula: C6H15BBrN4O4
Source: the OMol25 dataset
Level of theory: ωB97M-V/def2-TZVPD

Values from the calculation:
Charge: +1
Frontier orbital gap: 0.342 Eh
Total energy: -3356.340205 a.u.

Last column: natural (NBO) charge in e.
CARTESIAN COORDINATES (ANGSTROEM)
1 N -1.090 3.746 -2.312  -1.15
2 B -0.385 2.791 -3.101  1.22
3 O -0.889 2.072 -4.135  -0.89
4 N 1.123 2.595 -2.855  -0.74
5 C 1.570 2.293 -1.680  0.72
6 N 0.678 2.001 -0.633  -0.63
7 C 1.332 0.703 -0.210  -0.25
8 C 2.821 1.064 -0.240  -0.15
9 Br 3.937 -0.410 -0.644  0.11
10 N 2.874 2.132 -1.315  -0.57
11 H -1.592 3.323 -1.542  0.42
12 H -1.784 4.197 -2.900  0.41
13 H -0.786 1.127 -4.028  0.52
14 H 1.807 2.720 -3.589  0.44
15 H 0.901 2.666 0.109  0.40
16 H 0.954 0.323 0.728  0.27
17 H 1.149 0.013 -1.029  0.21
18 H 3.122 1.529 0.691  0.23
19 H 3.403 1.760 -2.103  0.41
20 C 0.080 -4.664 2.667  -0.26
21 O -1.275 -4.283 2.925  -0.48
22 C -1.592 -3.051 2.559  0.99
23 O -0.848 -2.254 2.040  -0.68
24 O -2.866 -2.842 2.861  -0.48
25 C -3.363 -1.544 2.531  -0.25
26 H 0.171 -5.685 3.021  0.21
27 H 0.293 -4.621 1.602  0.19
28 H 0.767 -4.021 3.212  0.19
29 H -3.294 -1.368 1.460  0.18
30 H -2.814 -0.775 3.071  0.19
31 H -4.403 -1.538 2.839  0.21

=====

# 3
Formula: C10H21P
Source: the OMol25 dataset
Level of theory: ωB97M-V/def2-TZVPD

Values from the calculation:
SMILES: CCC[C@@]1(C)CC[C@@H](P)[C@@H]1C
Frontier orbital gap: 0.359 Eh
Total energy: -734.877778 a.u.
Energy relative to the best compared isomer or geometry (same formula, charge and spin): 0.137 eV

Last column: natural (NBO) charge in e.
CARTESIAN COORDINATES (ANGSTROEM)
1 C -0.815 -3.481 -1.070  -0.58
2 C -0.305 -2.581 -0.006  -0.42
3 C -0.695 -1.092 -0.339  -0.38
4 C 0.416 -0.008 0.178  0.01
5 C 0.943 -0.360 1.563  -0.63
6 C 1.614 0.101 -0.796  -0.43
7 C 1.659 1.619 -1.104  -0.42
8 C 0.776 2.262 -0.048  -0.43
9 P 0.306 4.039 -0.679  0.25
10 C -0.428 1.302 0.149  -0.20
11 C -1.406 1.487 1.321  -0.63
12 H -1.808 -3.063 -1.305  0.20
13 H -1.009 -4.406 -0.773  0.20
14 H -0.095 -3.516 -2.022  0.19
15 H 0.774 -2.550 -0.068  0.20
16 H -0.671 -2.962 0.953  0.20
17 H -1.598 -0.753 0.093  0.19
18 H -0.918 -1.032 -1.463  0.20
19 H 0.184 -0.496 2.232  0.21
20 H 1.642 0.457 1.714  0.20
21 H 1.490 -1.228 1.725  0.22
22 H 1.507 -0.508 -1.650  0.22
23 H 2.514 -0.058 -0.281  0.20
24 H 2.610 2.125 -1.234  0.22
25 H 1.175 1.921 -2.057  0.19
26 H 1.323 2.391 0.859  0.21
27 H -0.611 4.165 0.400  -0.03
28 H -0.585 3.674 -1.833  -0.02
29 H -1.069 1.517 -0.826  0.21
30 H -0.863 1.279 2.227  0.21
31 H -2.329 0.954 1.127  0.22
32 H -1.650 2.520 1.351  0.21

=====

# 4
Formula: C22H52N6O13S
Source: the OMol25 dataset
Level of theory: ωB97M-V/def2-TZVPD

Values from the calculation:
Frontier orbital gap: 0.354 Eh
Total energy: -2574.238537 a.u.

Last column: Löwdin charge in e.
CARTESIAN COORDINATES (ANGSTROEM)
1 O 1.154 0.645 -1.613  -0.37
2 S 0.268 0.432 -2.701  0.96
3 O 0.012 1.980 -3.258  -0.32
4 O -0.775 1.850 -4.432  -0.07
5 O -1.211 0.162 -2.030  -0.31
6 C -1.491 -1.236 -1.974  -0.26
7 O -2.286 -1.594 -3.063  -0.05
8 C -3.657 -1.777 -2.762  -0.24
9 O -4.181 -0.809 -1.920  -0.09
10 C -4.826 0.303 -2.542  -0.16
11 C -4.259 1.556 -1.928  -0.25
12 O -5.024 2.673 -2.322  -0.04
13 H -1.683 1.763 -4.097  0.09
14 H -0.565 -1.792 -2.039  0.10
15 H -1.953 -1.465 -1.028  0.14
16 H -4.164 -1.808 -3.715  0.13
17 H -3.804 -2.744 -2.294  0.14
18 H -4.708 0.303 -3.617  0.13
19 H -5.876 0.260 -2.293  0.13
20 H -3.220 1.632 -2.220  0.09
21 H -4.293 1.405 -0.857  0.13
22 H -4.989 3.319 -1.605  0.10
23 C 4.169 -2.316 -2.225  0.01
24 C 2.797 -2.943 -2.199  -0.53
25 O 1.776 -2.280 -2.324  0.00
26 N 2.735 -4.290 -2.049  0.01
27 C 3.841 -5.211 -1.847  -0.07
28 H 4.061 -1.243 -2.355  0.09
29 H 4.702 -2.504 -1.293  0.08
30 H 4.749 -2.717 -3.056  0.08
31 H 1.799 -4.661 -2.087  0.14
32 H 3.875 -5.932 -2.665  0.08
33 H 3.701 -5.753 -0.910  0.08
34 H 4.787 -4.682 -1.814  0.05
35 C 8.563 -2.607 -3.527  0.00
36 C 7.588 -3.730 -3.780  -0.54
37 O 6.902 -4.197 -2.884  0.02
38 N 7.489 -4.207 -5.048  0.01
39 C 8.215 -3.775 -6.229  -0.08
40 H 8.516 -2.336 -2.476  0.05
41 H 9.580 -2.919 -3.769  0.09
42 H 8.304 -1.732 -4.123  0.09
43 H 6.820 -4.954 -5.147  0.14
44 H 7.514 -3.424 -6.989  0.08
45 H 8.785 -4.609 -6.642  0.08
46 H 8.899 -2.971 -5.989  0.07
47 C -1.137 1.938 0.473  0.00
48 C -1.227 3.089 1.441  -0.52
49 O -2.078 3.961 1.337  0.02
50 N -0.319 3.126 2.451  0.01
51 C 0.754 2.187 2.723  -0.07
52 H -1.919 2.042 -0.271  0.06
53 H -0.172 1.933 -0.032  0.07
54 H -1.277 0.991 0.995  0.10
55 H -0.429 3.917 3.066  0.13
56 H 0.623 1.749 3.715  0.08
57 H 1.716 2.701 2.694  0.08
58 H 0.764 1.391 1.988  0.07
59 C -3.999 5.220 3.333  -0.01
60 C -5.433 5.195 3.801  -0.54
61 O -6.336 4.754 3.107  0.02
62 N -5.702 5.682 5.044  0.01
63 C -4.774 6.239 6.009  -0.08
64 H -3.941 4.803 2.339  0.06
65 H -3.623 6.244 3.305  0.09
66 H -3.372 4.622 3.996  0.08
67 H -6.677 5.635 5.294  0.14
68 H -4.797 5.654 6.931  0.08
69 H -5.051 7.268 6.244  0.08
70 H -3.763 6.231 5.618  0.07
71 C -7.783 2.208 4.605  -0.02
72 C -7.686 0.792 4.093  -0.55
73 O -6.844 0.006 4.496  0.02
74 N -8.584 0.413 3.143  0.00
75 C -9.641 1.204 2.542  -0.08
76 H -7.004 2.363 5.345  0.08
77 H -7.636 2.922 3.794  0.06
78 H -8.754 2.378 5.073  0.08
79 H -8.471 -0.541 2.841  0.14
80 H -10.611 0.738 2.731  0.08
81 H -9.492 1.269 1.463  0.08
82 H -9.652 2.208 2.951  0.07
83 C 8.464 -3.180 0.868  -0.01
84 C 7.471 -2.099 0.513  -0.55
85 O 7.620 -1.375 -0.456  0.03
86 N 6.384 -1.954 1.319  0.01
87 C 6.036 -2.714 2.506  -0.08
88 H 9.263 -3.169 0.135  0.08
89 H 8.890 -3.002 1.856  0.08
90 H 7.986 -4.160 0.851  0.09
91 H 5.762 -1.217 1.026  0.14
92 H 5.070 -3.202 2.366  0.08
93 H 5.966 -2.049 3.368  0.08
94 H 6.782 -3.473 2.712  0.07

=====

Copy entry 3 word for word.
Formula: C10H21P
Source: the OMol25 dataset
Level of theory: ωB97M-V/def2-TZVPD

Values from the calculation:
SMILES: CCC[C@@]1(C)CC[C@@H](P)[C@@H]1C
Frontier orbital gap: 0.359 Eh
Total energy: -734.877778 a.u.
Energy relative to the best compared isomer or geometry (same formula, charge and spin): 0.137 eV

Last column: natural (NBO) charge in e.
CARTESIAN COORDINATES (ANGSTROEM)
1 C -0.815 -3.481 -1.070  -0.58
2 C -0.305 -2.581 -0.006  -0.42
3 C -0.695 -1.092 -0.339  -0.38
4 C 0.416 -0.008 0.178  0.01
5 C 0.943 -0.360 1.563  -0.63
6 C 1.614 0.101 -0.796  -0.43
7 C 1.659 1.619 -1.104  -0.42
8 C 0.776 2.262 -0.048  -0.43
9 P 0.306 4.039 -0.679  0.25
10 C -0.428 1.302 0.149  -0.20
11 C -1.406 1.487 1.321  -0.63
12 H -1.808 -3.063 -1.305  0.20
13 H -1.009 -4.406 -0.773  0.20
14 H -0.095 -3.516 -2.022  0.19
15 H 0.774 -2.550 -0.068  0.20
16 H -0.671 -2.962 0.953  0.20
17 H -1.598 -0.753 0.093  0.19
18 H -0.918 -1.032 -1.463  0.20
19 H 0.184 -0.496 2.232  0.21
20 H 1.642 0.457 1.714  0.20
21 H 1.490 -1.228 1.725  0.22
22 H 1.507 -0.508 -1.650  0.22
23 H 2.514 -0.058 -0.281  0.20
24 H 2.610 2.125 -1.234  0.22
25 H 1.175 1.921 -2.057  0.19
26 H 1.323 2.391 0.859  0.21
27 H -0.611 4.165 0.400  -0.03
28 H -0.585 3.674 -1.833  -0.02
29 H -1.069 1.517 -0.826  0.21
30 H -0.863 1.279 2.227  0.21
31 H -2.329 0.954 1.127  0.22
32 H -1.650 2.520 1.351  0.21